Record 1
Entry from the Open Molecules 2025 dataset: a cluster of 12 separate species, C16H55N15O12 in total in a non-equilibrium geometry (ωB97M-V/def2-TZVPD).

The geometry in ORCA input format:
```
! RIJCOSX wB97M-V def2-TZVPD def2/J DEFGRID3
* xyz 0 1
C 6.13580 -2.94408 -2.33866
C 5.23446 -1.79056 -2.58237
C 3.85895 -2.38743 -3.04454
C 2.94230 -2.70475 -1.89385
C 2.85415 -1.47419 -0.94049
C 4.18151 -1.06892 -0.33664
N 5.18665 -0.85590 -1.35481
O 6.41405 -0.27781 -1.10979
C 3.87952 0.36738 0.25847
C 4.64628 -1.97372 0.75395
C 5.69595 -1.01549 -3.83004
H 7.10586 -2.70102 -1.90507
H 6.33410 -3.51511 -3.24569
H 5.72808 -3.68258 -1.64838
H 3.33502 -1.72168 -3.73038
H 4.06092 -3.30263 -3.60106
H 3.13014 -3.66956 -1.42272
H 1.91831 -2.83189 -2.24507
H 2.04789 -1.59716 -0.21736
H 2.47815 -0.67750 -1.58236
H 3.20001 0.42330 1.10890
H 4.70931 0.95088 0.65729
H 3.34033 0.93172 -0.50238
H 4.52771 -3.03470 0.53400
H 5.72310 -1.83104 0.84448
H 4.28112 -1.63994 1.72521
H 5.51818 -1.52447 -4.77738
H 6.72013 -0.70473 -3.62366
H 5.05655 -0.13277 -3.83779
H 6.37043 0.41999 -1.76764
O -0.59539 4.52886 -1.44506
H -0.91524 3.63265 -1.54863
H -0.96926 4.82261 -0.61430
O 2.06437 4.18762 -0.60365
H 1.13895 4.07217 -0.81931
H 2.52216 3.56700 -1.17065
O -3.89297 1.90591 -2.93305
H -4.51870 2.26679 -2.30498
H -3.07161 1.84474 -2.44534
O 1.78124 2.99940 -3.20582
H 0.97510 3.21112 -3.67651
H 2.48067 3.18365 -3.83279
C 0.22060 -2.67899 1.69107
O -0.00751 -1.63046 1.08765
N 0.06833 -2.83690 2.88182
N 0.41886 -3.81904 1.09594
H -0.19873 -2.06240 3.47252
H 0.15849 -3.76383 3.27268
H 0.57779 -3.85341 0.09912
H 0.11167 -4.62578 1.62026
C -4.73302 -1.02598 -0.49630
O -4.31330 -0.11563 0.15722
N -4.29237 -1.31226 -1.66716
N -5.71624 -1.78934 -0.26525
H -3.47119 -0.87056 -2.05533
H -4.82049 -1.99538 -2.19112
H -6.01824 -2.40344 -1.00807
H -6.16804 -1.63981 0.62561
C -3.52538 -3.62405 2.60797
O -2.90626 -4.67950 2.53761
N -3.18485 -2.47704 2.17077
N -4.67802 -3.56464 3.19846
H -3.78665 -1.66656 2.20332
H -2.27559 -2.36112 1.74664
H -5.02609 -2.62069 3.10950
H -5.19774 -4.38561 3.47411
C -3.01767 4.72367 0.52146
O -1.99536 5.32880 0.95520
N -3.16771 3.45262 0.29596
N -4.09165 5.25664 0.25308
H -4.12448 3.25990 0.03607
H -2.55483 2.82610 0.79791
H -4.67691 4.72258 -0.37330
H -4.20250 6.22970 0.50001
C -0.05874 2.58527 2.73036
O -0.95260 2.65742 3.57536
N 0.31899 3.57233 1.92068
N 0.62147 1.48700 2.58025
H -0.29783 4.36662 2.01415
H 1.03424 3.47372 1.21443
H 1.45718 1.55243 2.01685
H 0.43678 0.68086 3.16002
C -4.40329 0.68466 3.49985
O -4.61572 0.99467 4.63621
N -3.32494 0.99667 2.79701
N -5.20988 0.10476 2.70852
H -2.57920 1.50496 3.25044
H -3.45259 0.88934 1.80087
H -5.12078 0.09115 1.70254
H -6.11203 -0.17867 3.06333
C -0.83877 1.13999 -0.89511
O -1.51202 1.94918 -1.56061
N -1.40720 0.19485 -0.22033
N 0.41535 1.15539 -0.73003
H -0.78717 -0.48081 0.20296
H -2.41593 0.15825 -0.18543
H 1.03319 1.64952 -1.35790
H 0.75228 0.51668 -0.02390
*
```

* SMILES: CC1(C)CCCC(C)(C)N1O.NC(N)=O.NC(N)=O.NC(N)=O.NC(N)=O.NC(N)=O.NC(N)=O.NC(N)=O.O.O.O.O



Record 2
Entry from the Open Molecules 2025 dataset: an isolated molecule of H6N2O2SSi in a non-equilibrium geometry (ωB97M-V/def2-TZVPD).

The geometry in ORCA input format:
```
! RIJCOSX wB97M-V def2-TZVPD def2/J DEFGRID3
* xyz 0 1
N 1.93885 1.29673 -0.54031
N 0.16396 -0.33136 0.67861
O 2.67047 -0.61700 1.04190
O 1.53632 -1.25781 -1.10907
Si -1.34798 -0.75819 -0.07186
S 1.68774 -0.41568 0.02543
H 2.42425 1.11501 -1.41819
H 2.65506 1.76338 -0.02375
H 0.26557 -0.30329 1.62055
H -1.66394 -2.20695 0.25011
H -1.32823 0.23350 -1.06829
H -2.03783 0.10262 0.96144
*
```

* SMILES: NS(=O)(=O)N[SiH3]



| no. | gap between HOMO and LUMO (eV) | HOMO level (eV) |
| --- | --- | --- |
| 1 | 8.12 | -8.198 |
| 2 | 10.90 | -10.304 |